[1]
Entry from OMol25: a 9-piece molecular cluster, C45H50N8O13 overall (ωB97M-V/def2-TZVPD).

Last column: Löwdin charge in e.
Positions of all 116 atoms, in Å:
O -15.7279 -4.4300 10.3351  0.04
N -16.3278 -3.7222 11.1521  -0.34
O -17.5148 -3.6848 11.3070  0.08
C -15.4909 -2.9268 12.0091  -0.17
C -14.1482 -2.8654 11.7499  0.02
C -13.4016 -2.1712 12.7234  -0.07
C -13.9821 -1.6955 13.8702  -0.06
C -15.3979 -1.7936 14.0930  -0.04
C -16.1807 -2.3800 13.1133  0.01
H -13.6856 -3.3183 10.8889  0.12
H -12.3370 -2.2555 12.6127  0.10
H -13.3581 -1.1259 14.5624  0.11
H -15.8890 -1.3833 14.9558  0.11
H -17.2562 -2.3963 13.1376  0.10
O -25.5417 -3.1962 6.8507  0.09
N -26.5458 -3.4143 7.5111  -0.36
O -27.4641 -2.6520 7.7539  0.11
C -26.5766 -4.7186 8.1531  -0.17
C -27.5207 -5.6202 7.7478  -0.02
C -27.5114 -6.9290 8.2250  -0.05
C -26.5383 -7.2844 9.1749  -0.07
C -25.6348 -6.3695 9.7109  -0.06
C -25.5955 -5.1043 9.1065  0.00
H -28.2224 -5.3492 6.9684  0.13
H -28.2379 -7.6201 7.8632  0.10
H -26.4820 -8.3369 9.4514  0.09
H -25.0308 -6.6928 10.5465  0.10
H -24.8064 -4.3749 9.3778  0.11
O -14.8720 -4.3426 17.1026  0.05
N -15.7753 -4.7854 16.3680  -0.32
O -16.9855 -4.6285 16.5194  0.07
C -15.3217 -5.4823 15.1380  -0.17
C -16.2813 -5.9010 14.2270  0.00
C -15.8625 -6.4686 13.0097  -0.05
C -14.4669 -6.6616 12.8313  -0.05
C -13.5530 -6.2083 13.8024  -0.06
C -13.9963 -5.6446 14.9697  -0.03
H -17.3306 -5.6469 14.2675  0.11
H -16.6285 -6.6545 12.2479  0.11
H -14.1322 -7.0943 11.8953  0.11
H -12.5046 -6.4374 13.6483  0.11
H -13.3331 -5.3741 15.7566  0.12
O -24.3406 -9.7581 9.6968  0.03
N -24.8513 -10.5327 10.4817  -0.35
O -25.5738 -11.4364 10.1303  0.09
C -24.5103 -10.3911 11.8846  -0.16
C -24.9527 -11.3581 12.7558  0.00
C -24.5779 -11.2357 14.0702  -0.05
C -23.8622 -10.1078 14.4862  -0.06
C -23.5223 -9.1096 13.6087  -0.06
C -23.8277 -9.2731 12.2918  -0.01
H -25.5222 -12.2230 12.4742  0.12
H -24.8617 -11.9847 14.7805  0.11
H -23.6274 -9.9728 15.5336  0.11
H -23.0961 -8.1800 13.9542  0.09
H -23.7134 -8.4999 11.5416  0.11
O -17.1757 -8.9139 9.6975  0.11
N -18.3603 -8.8279 9.6965  -0.34
O -18.9516 -7.8911 10.2727  0.02
C -19.2149 -9.7667 9.0037  -0.17
C -18.6789 -10.9954 8.7272  -0.01
C -19.4807 -11.9341 8.1138  -0.04
C -20.8411 -11.5985 7.7819  -0.05
C -21.3227 -10.3366 8.0733  -0.06
C -20.4957 -9.3982 8.6943  0.01
H -17.6414 -11.1455 8.9791  0.12
H -19.0722 -12.8999 7.8293  0.11
H -21.4856 -12.3297 7.3175  0.10
H -22.3834 -10.1511 7.9640  0.09
H -20.8820 -8.4253 8.9739  0.12
O -20.7541 -5.6455 4.8537  0.21
C -21.6935 -5.9761 5.4373  -0.59
O -21.7505 -6.5803 6.6075  0.07
C -23.0970 -6.6562 6.9892  -0.14
C -23.8420 -6.7553 5.6748  -0.11
O -22.9506 -6.0247 4.8531  0.05
H -23.2263 -7.5039 7.6504  0.12
H -23.3441 -5.8019 7.5966  0.10
H -24.8542 -6.3393 5.7045  0.13
H -23.8546 -7.7926 5.3401  0.13
C -18.1522 -5.7451 7.5056  -0.11
C -18.2260 -4.2883 7.0799  -0.25
C -16.8908 -3.5736 7.3470  -0.18
C -15.9172 -4.0057 6.3504  -0.24
N -15.2405 -4.4184 5.5240  0.14
H -17.2890 -6.3254 7.1562  0.08
H -19.1010 -6.2417 7.2092  0.07
H -18.0839 -5.7435 8.6154  0.07
H -19.0209 -3.9002 7.7367  0.11
H -18.4480 -4.2264 6.0299  0.10
H -16.5211 -3.7211 8.3678  0.08
H -17.0522 -2.5125 7.2242  0.11
C -21.9785 -4.3493 10.1004  -0.10
C -20.6932 -4.0499 10.8662  -0.26
C -20.2623 -5.0815 11.8806  -0.19
C -21.3840 -5.4905 12.7452  -0.21
N -22.3462 -5.6766 13.3338  0.16
H -21.8965 -5.2931 9.5887  0.06
H -22.2939 -3.5546 9.4285  0.08
H -22.8123 -4.3596 10.7926  0.05
H -20.7472 -3.0543 11.3371  0.10
H -19.8628 -3.9380 10.1604  0.09
H -19.3965 -4.7446 12.4573  0.08
H -19.9425 -5.9713 11.2966  0.10
C -23.5143 -2.0865 13.2869  -0.10
C -23.2901 -1.7961 14.7427  -0.26
C -22.2299 -2.6688 15.4265  -0.18
C -20.9682 -2.5977 14.6685  -0.20
N -20.0653 -2.5528 13.9478  0.18
H -22.5636 -2.0217 12.7709  0.05
H -24.1317 -1.3103 12.8419  0.08
H -23.9219 -3.0963 13.1507  0.08
H -24.1970 -1.8956 15.3425  0.11
H -22.9225 -0.8053 14.9679  0.11
H -22.5880 -3.7023 15.4826  0.11
H -22.0641 -2.3605 16.4409  0.11

The value obtained for the HOMO energy is -9.882 eV. The SMILES is O=[N+]([O-])c1ccccc1.O=[N+]([O-])c1ccccc1.O=[N+]([O-])c1ccccc1.O=[N+]([O-])c1ccccc1.O=[N+]([O-])c1ccccc1.O=C1OCCO1.CCCC#N.CCCC#N.CCCC#N. Its HOMO-LUMO gap is 9.0 eV.

***

[2]
Entry from OMol25: a 2-piece molecular cluster, C9H18ClO5S overall (ωB97M-V/def2-TZVPD).

Last column: Löwdin charge in e.
Positions of all 34 atoms, in Å:
C -3.1522 2.8719 1.0842  -0.10
O -2.1653 1.8889 0.8683  -0.15
C -1.0121 2.3953 0.2596  -0.19
C 0.0472 1.3022 0.1859  -0.38
C -0.3865 0.2856 -0.9048  -0.10
C -0.5862 -1.1708 -0.4938  -0.18
C 0.7034 -2.0024 -0.4099  -0.42
C 1.2888 -2.1886 -1.8294  -0.13
C 0.3546 -3.3328 0.2572  -0.09
C 1.4272 1.9413 -0.0673  -0.10
O 2.2331 1.7668 1.0963  -0.17
S 1.5840 0.7786 2.1600  0.59
O 1.4245 1.4381 3.4102  -0.23
O 2.3086 -0.4407 2.1479  -0.21
O 0.1758 0.6491 1.4671  -0.13
H -3.1031 3.6778 0.3447  0.09
H -4.1278 2.3942 1.0104  0.09
H -3.0530 3.3147 2.0803  0.09
H -1.2362 2.7058 -0.7713  0.14
H -0.6280 3.2892 0.7737  0.14
H -1.3363 0.6394 -1.3083  0.11
H 0.3271 0.3115 -1.7321  0.11
H -1.1960 -1.6303 -1.2773  0.12
H -1.1781 -1.2448 0.4223  0.12
H 1.4283 -1.4532 0.1912  0.10
H 0.5344 -1.9315 -2.5815  0.07
H 1.6344 -3.2234 -2.0470  -0.12
H 2.1148 -1.4832 -1.9865  0.06
H -0.5772 -3.7068 -0.1737  0.08
H 0.1487 -3.1600 1.3196  0.07
H 1.1352 -4.0768 0.1275  0.04
H 1.9141 1.6298 -0.9894  0.14
H 1.3364 3.0282 -0.1619  0.13
Cl 1.6174 -5.2629 -2.4723  -0.56

The value obtained for the HOMO energy is -3.738 eV. As for the charge: -1. Its HOMO-LUMO gap is 5.9 eV. As for the energy relative to the best compared isomer or geometry (same formula, charge and spin): 0.0 kcal per mole.

***

[3]
Entry from OMol25: a single C5H8N2 molecule (ωB97M-V/def2-TZVPD).

Last column: Löwdin charge in e.
Positions of all 15 atoms, in Å:
C -2.5268 0.6684 0.1544  -0.15
C -1.3921 0.2863 -0.7581  -0.03
C 1.3669 0.4051 -0.4405  -0.12
C 0.0428 1.0712 -0.7909  -0.41
N -0.3357 2.1797 -1.1870  0.20
N 1.1950 -0.4580 0.4621  -0.03
C 2.2193 -1.3943 0.8271  -0.13
H -2.2302 1.5445 0.7131  0.06
H -3.4831 0.8789 -0.3538  0.07
H -2.7644 -0.1565 0.8604  0.08
H -1.7583 -0.6200 -1.3317  0.10
H 2.3403 0.5659 -0.9590  0.13
H 2.9900 -1.5409 0.0569  0.08
H 1.7081 -2.3440 1.0119  0.08
H 2.6884 -1.0829 1.7642  0.08

The value obtained for the HOMO energy (alpha / beta) is -8.185 / -8.875 eV. Its HOMO-LUMO gap (alpha / beta) is 8.2 / 9.3 eV. As for the energy relative to the best compared isomer or geometry (same formula, charge and spin): 115.2 kcal per mole.

***

[4]
Entry from OMol25: C2H3OP as an isolated structure (ωB97M-V/def2-TZVPD).

Last column: Löwdin charge in e.
Positions of all 7 atoms, in Å:
C 0.1375 0.1279 1.0975  -0.30
C -0.3593 0.1816 -0.6233  -0.20
O 0.8901 -0.5853 -0.9577  -0.54
P 1.2916 -1.0128 0.5929  0.87
H -0.6044 0.4967 1.7470  -0.02
H -1.1718 -0.4577 -0.8926  0.08
H -0.1836 1.2496 -0.9638  0.11

The value obtained for the HOMO energy is -9.008 eV. Its HOMO-LUMO gap is 9.3 eV. As for the energy relative to the best compared isomer or geometry (same formula, charge and spin): 40.6 kcal per mole.

***

[5]
Entry from OMol25: C47H44F12N5O3S3Sm as an isolated structure (ωB97M-V/def2-TZVPD).

Last column: Löwdin charge in e.
Positions of all 115 atoms, in Å:
Sm 1.5492 -0.1730 0.3363  1.48
C 0.9612 -3.8722 -0.3081  -0.08
N 0.1050 -2.6275 -0.3905  -0.18
C -0.8888 -2.6339 0.6553  -0.23
C -0.2861 -2.7108 2.0177  -0.19
N 0.3385 -1.4557 2.4441  -0.22
C -0.6320 -0.4219 2.7033  -0.12
C 1.2067 -1.8415 3.5590  -0.27
C 0.6189 -1.9123 4.8107  -0.05
C 1.3591 -2.2930 5.9092  -0.12
C 2.6721 -2.6482 5.7193  -0.13
C 3.2278 -2.6558 4.4558  -0.14
C 2.5623 -2.1820 3.3275  -0.64
S 3.3755 -2.1722 1.7780  0.56
C -0.3221 -2.4878 -1.7627  -0.30
C -1.5879 -2.8151 -2.1861  -0.05
C -1.9838 -2.6785 -3.5191  -0.13
C -1.0573 -2.2705 -4.4418  -0.13
C 0.2183 -1.9209 -4.0488  -0.13
C 0.6003 -2.0030 -2.6925  -0.60
S 2.2723 -1.5140 -2.2074  0.45
H 0.3616 -4.7170 -0.0085  0.08
H 1.7105 -3.6993 0.4640  0.00
H 1.4437 -4.0997 -1.2445  0.07
H -1.5558 -3.4939 0.5748  0.11
H -1.5629 -1.7604 0.5524  0.07
H 0.4093 -3.5283 2.0940  0.12
H -1.1311 -2.9304 2.6502  0.12
H -1.5475 -0.8321 3.1248  0.08
H -0.8943 0.1595 1.8301  0.03
H -0.1587 0.3538 3.3028  0.09
H -0.3912 -1.6439 4.9751  0.10
H 0.9393 -2.3113 6.9066  0.09
H 3.2629 -3.0182 6.5521  0.09
H 4.2504 -2.8721 4.4367  0.07
H -2.2349 -3.1700 -1.4199  0.08
H -2.9845 -3.0138 -3.8515  0.09
H -1.4065 -2.1415 -5.4641  0.09
H 0.9593 -1.6456 -4.7816  0.09
C 3.4752 5.5160 -4.2650  -0.08
C 3.3390 4.4414 -3.2197  -0.30
C 4.4061 4.1298 -2.3808  -0.07
C 4.2576 3.1498 -1.4615  -0.04
C 3.0397 2.4826 -1.1713  -0.19
N 2.9245 1.5142 -0.2082  -0.14
C 4.0236 1.2996 0.6521  -0.30
C 5.1200 0.6429 0.1209  -0.06
C 6.1127 0.1489 0.9141  -0.08
C 6.0946 0.3527 2.2820  -0.28
C 7.2732 -0.1714 3.0784  -0.06
C 5.0274 1.0856 2.8210  0.00
C 3.9412 1.5323 2.0746  -0.02
C 2.5553 1.9870 2.7275  -0.33
O 1.5166 1.2383 2.2850  -0.26
C 2.6227 1.7884 4.2553  -0.60
F 1.5340 2.2595 4.8767  0.15
F 2.7390 0.5473 4.6099  0.20
F 3.6561 2.3986 4.8797  0.11
C 2.3452 3.5560 2.4967  -0.57
F 1.0907 3.8805 2.7958  0.15
F 3.1489 4.3292 3.2541  0.13
F 2.5706 3.9293 1.2618  0.19
C 1.8938 2.8384 -2.0318  -0.01
C 2.1524 3.7698 -3.0212  -0.03
C 0.4368 2.2321 -1.8365  -0.34
O 0.3068 1.1750 -0.9724  -0.31
C -0.1280 1.7939 -3.1579  -0.52
F 0.7115 1.0428 -3.8943  0.14
F -0.5087 2.8240 -4.0212  0.08
F -1.2596 1.1028 -2.9718  0.13
C -0.4351 3.4073 -1.2451  -0.57
F 0.0444 3.7243 -0.0566  0.18
F -1.7383 3.0550 -1.0928  0.10
F -0.4221 4.4883 -2.0001  0.16
H 4.2828 5.2872 -5.0001  0.07
H 3.7967 6.4401 -3.8130  0.05
H 2.4932 5.7175 -4.7871  0.08
H 5.3797 4.5261 -2.6043  0.10
H 5.1211 2.8967 -0.8777  0.09
H 5.0546 0.3870 -0.9182  0.12
H 6.8851 -0.4792 0.5048  0.11
H 8.1747 -0.0503 2.4819  0.06
H 7.1693 -1.2246 3.3524  0.07
H 7.4210 0.3878 4.0427  0.08
H 5.0252 1.1673 3.8827  0.10
H 1.3576 4.0758 -3.6878  0.10
C -5.3459 2.0370 1.8844  -0.13
C -5.9453 0.7957 2.4801  -0.28
C -5.2039 -0.5032 2.2908  -0.20
N -5.2841 -0.9690 0.8879  0.01
C -4.4364 -0.6712 -0.0941  -0.80
S -3.1274 0.2930 0.0658  0.82
N -4.6631 -1.3196 -1.3333  0.11
C -5.8119 -1.8570 -1.8600  -0.42
O -6.7462 -2.2225 -1.1768  0.07
C -5.7961 -1.9564 -3.3206  -0.17
C -6.5172 -2.9824 -3.8965  -0.03
C -6.6238 -3.0597 -5.2964  -0.06
C -5.9364 -2.0903 -6.0774  -0.08
C -5.1665 -1.1043 -5.4752  -0.06
C -5.1723 -0.9871 -4.0918  -0.01
H -6.0188 2.8415 2.0935  0.05
H -5.2346 1.9261 0.7565  0.07
H -4.3792 2.1367 2.4040  0.08
H -6.9715 0.6547 2.0569  0.11
H -6.1189 0.9023 3.5474  0.10
H -5.6975 -1.3444 2.8048  0.12
H -4.1708 -0.4660 2.5628  0.09
H -6.1102 -1.5580 0.6265  0.14
H -3.9050 -1.1198 -1.9534  0.08
H -7.0131 -3.7133 -3.2471  0.12
H -7.2797 -3.8459 -5.7106  0.10
H -5.8739 -2.1679 -7.1603  0.10
H -4.5680 -0.4315 -6.0043  0.09
H -4.6901 -0.1875 -3.5700  0.12

The value obtained for the HOMO energy (alpha / beta) is -1.720 / -1.740 eV. As for the charge: -2. Its HOMO-LUMO gap (alpha / beta) is 5.2 / 5.2 eV. As for the spin multiplicity: 6.

***

[6]
Entry from OMol25: a 2-piece molecular cluster, CHClNO2S overall (ωB97M-V/def2-TZVPD).

Last column: Löwdin charge in e.
Positions of all 7 atoms, in Å:
C 1.2410 -0.2885 0.1479  -0.75
N 0.1906 -1.1833 0.3035  -0.37
O 0.9134 0.9329 -0.3568  0.03
O 2.3589 -0.6127 0.4016  0.09
S -1.2051 -0.7244 -0.2765  0.71
Cl -3.4988 1.1175 0.3013  -0.63
H 0.0000 0.7585 -0.5210  -0.07

The value obtained for the HOMO energy (alpha / beta) is -4.999 / -4.998 eV. As for the charge: -1. Its HOMO-LUMO gap (alpha / beta) is 6.5 / 6.5 eV. As for the energy relative to the best compared isomer or geometry (same formula, charge and spin): 15.4 kcal per mole.

***

[7]
Entry from OMol25: a single CH3BrOS molecule (ωB97M-V/def2-TZVPD).

Last column: Löwdin charge in e.
Positions of all 7 atoms, in Å:
C -0.8863 0.0903 0.0922  -0.19
O -0.0078 -0.8369 -0.4830  -0.66
S 1.3840 -1.1827 0.2216  0.50
Br 2.8625 0.5439 -0.2927  0.11
H -0.9825 0.8874 -0.6985  0.11
H -0.4996 0.7309 0.7802  0.03
H -1.8703 -0.2328 0.3802  0.09

The value obtained for the HOMO energy is -9.163 eV. The SMILES is COSBr. Its HOMO-LUMO gap is 8.5 eV. As for the energy relative to the best compared isomer or geometry (same formula, charge and spin): 16.4 kcal per mole.

***

[8]
Entry from OMol25: a single C5H8O molecule (ωB97M-V/def2-TZVPD).

Last column: Löwdin charge in e.
Positions of all 14 atoms, in Å:
O -0.8972 1.9125 0.0808  -0.02
C -0.7515 0.6183 0.6043  -0.35
C -1.0704 -0.6146 -0.3041  -0.08
C 0.3616 -1.1336 -0.0792  -0.20
C 1.3090 -0.0819 -0.5733  -0.08
C 0.6519 0.0856 0.7672  -0.19
H -0.3732 1.9518 -0.7308  0.08
H -1.3213 0.6108 1.5356  0.15
H -1.3623 -0.3846 -1.3373  0.11
H -1.8330 -1.2590 0.1384  0.11
H 0.6119 -2.1688 0.1276  0.13
H 1.0181 0.4749 -1.4676  0.10
H 2.3753 -0.1199 -0.4142  0.10
H 1.2811 0.1084 1.6528  0.14

The value obtained for the HOMO energy is -9.987 eV. The SMILES is O[C@H]1C[C@H]2C[C@H]21. Its HOMO-LUMO gap is 11.0 eV. As for the energy relative to the best compared isomer or geometry (same formula, charge and spin): 45.7 kcal per mole.